[1]
Formula: C4H13N2O2
Source: the OMol25 dataset
Level of theory: the ωB97M-V functional and the def2-TZVPD basis

```
! RIJCOSX wB97M-V def2-TZVPD def2/J DEFGRID3
* xyz 0 2
O 1.1541 -1.9900 0.8972
C 1.4027 -0.9282 0.2664
C 0.9449 0.4393 0.7106
C -0.5517 0.6107 0.9916
C -1.3911 0.3059 -0.2752
N -0.8302 1.0415 -1.3820
N 1.6448 0.7260 2.0020
H 2.0274 -0.9973 -0.6416
H 1.1996 1.3336 0.0958
H -0.7439 1.6434 1.3292
H -0.7520 -0.2077 1.7445
H -2.4937 0.4382 -0.1524
H -1.4364 -0.7673 -0.4589
H -1.3484 1.8637 -1.6527
H -0.6666 0.4961 -2.2153
H 1.2257 1.3783 2.7030
H 1.8183 -0.1979 2.4277
H 2.5399 1.1965 1.8576
H -1.9182 -2.1310 -3.1874
H -0.5472 -2.4426 -2.5190
O -1.2778 -1.8113 -2.5411
*
```

Calculated values
relative energy (zero: lowest compared OMol25 entry of this formula, charge and spin): 27.38 kcal per mole
expectation value of S²: 0.75
energy: -420.06541 Eh
orbital gap (alpha / beta): 4.9 / 8.1 eV
highest occupied orbital energy (alpha / beta): -4.30 / -7.80 eV



[2]
Formula: C4H13N2O2
Source: the OMol25 dataset
Level of theory: the ωB97M-V functional and the def2-TZVPD basis

```
! RIJCOSX wB97M-V def2-TZVPD def2/J DEFGRID3
* xyz 1 1
N -1.9251 2.9659 -1.3816
C -1.7175 1.7058 -0.9812
O -1.0088 0.9348 -1.8737
O -2.0966 1.2585 0.1214
H -1.7566 3.2897 -2.3457
H -2.1366 3.6515 -0.6820
H -1.1999 1.2316 -2.7540
C 1.1011 -1.2845 2.1160
C 0.8914 -0.6310 0.7520
C 1.9132 -1.1503 -0.2780
N -0.5470 -1.0082 0.2650
H 0.4303 -0.8409 2.8201
H 0.9921 -2.4006 2.1078
H 2.1640 -0.9496 2.4135
H 0.8933 0.4671 0.8115
H 1.8499 -2.3016 -0.3674
H 2.9444 -0.8931 0.0419
H 1.7376 -0.7536 -1.2928
H -1.2674 -0.7258 0.9516
H -0.7444 -0.5443 -0.6179
H -0.5175 -2.0214 0.1735
*
```

Calculated values
relative energy (zero: lowest compared OMol25 entry of this formula, charge and spin): 15.82 kcal per mole
energy: -420.00022 Eh
orbital gap: 11.6 eV
highest occupied orbital energy: -14.48 eV



[3]
Formula: C4H13N2O2
Source: the OMol25 dataset
Level of theory: the ωB97M-V functional and the def2-TZVPD basis

```
! RIJCOSX wB97M-V def2-TZVPD def2/J DEFGRID3
* xyz 2 2
O -1.0660 -0.4338 0.5668
C -0.2016 -0.9393 1.3130
C 1.0693 -0.3464 1.5143
C 1.4812 1.0407 1.1336
C 1.3879 1.3351 -0.3963
N 2.1800 0.4695 -1.2101
N -4.1720 0.0713 -0.0475
H -0.4036 -1.9389 1.7049
H 1.7901 -0.9578 2.0373
H 2.4923 1.2082 1.4920
H 0.8252 1.7782 1.5973
H 1.6844 2.3580 -0.5980
H 0.3471 1.2016 -0.7108
H 2.9592 0.8781 -1.7381
H 2.1524 -0.5446 -1.1233
H -3.2699 -0.4071 0.1595
H -4.4004 0.8273 0.6207
H -4.9843 -0.5815 -0.0862
H -0.3268 -0.9899 -1.0596
H -0.4078 -1.0739 -2.6314
O 0.1890 -1.0558 -1.8762
*
```

Calculated values
relative energy (zero: lowest compared OMol25 entry of this formula, charge and spin): 87.42 kcal per mole
expectation value of S²: 1.77
energy: -419.36355 Eh
orbital gap (alpha / beta): 4.5 / 7.5 eV
highest occupied orbital energy (alpha / beta): -17.12 / -17.96 eV



[4]
Formula: C4H13N2OP
Source: the OMol25 dataset
Level of theory: the ωB97M-V functional and the def2-TZVPD basis

```
! RIJCOSX wB97M-V def2-TZVPD def2/J DEFGRID3
* xyz 0 1
C -0.9275 0.2469 -1.1348
C 0.0018 0.5267 0.0689
C -0.6163 1.3314 1.2225
C 1.1931 1.1442 -0.4841
P 0.5397 -1.2585 0.7928
N 1.1355 -2.1213 -0.4574
N -0.8617 -2.1176 1.0100
O 1.3295 -1.3216 1.9576
H -0.7113 -0.8119 -1.2716
H -1.9919 0.3810 -0.8555
H -0.6260 0.8662 -1.9288
H -1.1891 0.6950 1.8763
H -1.2949 2.0695 0.8593
H 0.1508 1.8626 1.8339
H 2.0038 1.0362 0.1793
H 1.5483 0.7614 -1.3674
H 1.0929 2.3059 -0.3910
H 0.7136 -2.4289 -1.3124
H 2.2277 -2.1734 -0.2616
H -1.1464 -2.1632 1.9228
H -1.6579 -2.0649 0.2957
*
```

Calculated values
relative energy (zero: lowest compared OMol25 entry of this formula, charge and spin): 5.42 kcal per mole
energy: -686.32848 Eh
orbital gap: 10.0 eV
highest occupied orbital energy: -9.31 eV



[5]
Formula: C4H13N2OPS
Source: the OMol25 dataset
Level of theory: the ωB97M-V functional and the def2-TZVPD basis

```
! RIJCOSX wB97M-V def2-TZVPD def2/J DEFGRID3
* xyz 0 1
C -1.9828 0.7962 0.7070
C -0.8153 1.7981 0.5685
S 0.8140 0.7821 0.5846
P 0.2318 -0.5390 -0.9945
O 1.5443 -1.4993 -0.9262
N 0.5874 0.4522 -2.3348
C -0.0614 0.0398 -3.6098
H -2.8613 1.4619 1.0410
H -2.2859 0.2354 -0.1796
H -1.8252 0.1392 1.4983
H -0.8222 2.4450 1.4734
H -0.8445 2.3961 -0.3978
H 1.3315 -2.4402 -0.8402
H 1.5530 0.9780 -2.4387
H -0.9194 -0.7441 -3.3622
H -0.3642 0.9180 -4.1134
H 0.6967 -0.5795 -4.2387
C 1.5678 -1.1403 3.6221
N 0.9673 -2.0606 2.9789
H 1.0169 -0.2588 4.0104
H 2.5294 -1.3345 3.9902
H -0.0580 -1.8457 2.9614
*
```

Calculated values
relative energy (zero: lowest compared OMol25 entry of this formula, charge and spin): 44.15 kcal per mole
energy: -1084.46292 Eh
orbital gap: 9.2 eV
highest occupied orbital energy: -8.38 eV



[6]
Formula: C4H13N2OS
Source: the OMol25 dataset
Level of theory: the ωB97M-V functional and the def2-TZVPD basis

```
! RIJCOSX wB97M-V def2-TZVPD def2/J DEFGRID3
* xyz 0 2
N -0.5885 -1.0534 -1.1073
C -0.1153 0.1002 -0.3390
C -1.3126 0.9790 0.2682
S -2.7287 1.1496 -0.7471
C 0.8805 -0.3636 0.7165
N 3.6776 0.3509 0.6723
C 3.4536 0.7046 -0.5963
H -0.7923 -1.8099 -0.4519
H -1.4632 -0.8488 -1.5749
H 0.3761 0.8379 -0.9601
H -0.8434 1.9051 0.5661
H -1.5517 0.4035 1.1549
H 1.7116 -0.8629 0.2404
H 1.3006 0.4164 1.3582
H 0.4926 -1.2042 1.2796
H 4.0719 1.5192 -0.9631
H 3.2907 -0.0899 -1.3340
H 2.8053 1.1745 0.5739
H -4.9910 -1.2427 0.3242
H -3.5929 -0.6228 0.3550
O -4.0809 -1.4428 0.5644
*
```

Calculated values
relative energy (zero: lowest compared OMol25 entry of this formula, charge and spin): 96.77 kcal per mole
expectation value of S²: 0.75
energy: -742.91216 Eh
orbital gap (alpha / beta): 8.6 / 6.1 eV
highest occupied orbital energy (alpha / beta): -8.68 / -8.68 eV



[7]
Formula: C4H13N2P
Source: the OMol25 dataset
Level of theory: the ωB97M-V functional and the def2-TZVPD basis

```
! RIJCOSX wB97M-V def2-TZVPD def2/J DEFGRID3
* xyz 0 1
C 2.1277 -0.6656 0.9980
C 0.5413 1.2551 -2.4389
C -1.7686 -1.5401 -0.0851
C -0.8526 0.7534 1.8148
N 0.9186 -1.2308 0.4414
N -0.4976 1.5278 -1.4385
P -0.3865 -0.4177 0.4130
H 2.3348 -0.7848 2.1053
H 2.1451 0.3457 0.6718
H 3.0665 -1.2052 0.6385
H 0.5242 1.8457 -3.2865
H 1.6396 1.2789 -2.0041
H 0.2441 0.2435 -2.6631
H -1.1134 -2.3309 -0.5041
H -2.3807 -2.0054 0.6190
H -2.4410 -1.0724 -0.8190
H -1.0908 0.0568 2.7050
H 0.1668 1.2103 2.1413
H -1.5868 1.5843 1.4959
H -0.2671 2.3604 -0.8165
*
```

Calculated values
relative energy (zero: lowest compared OMol25 entry of this formula, charge and spin): 82.74 kcal per mole
energy: -610.90911 Eh
orbital gap (alpha / beta): 7.4 / 8.0 eV
highest occupied orbital energy (alpha / beta): -7.14 / -7.88 eV



[8]
Formula: C4H13N2S
Source: the OMol25 dataset
Level of theory: the ωB97M-V functional and the def2-TZVPD basis

```
! RIJCOSX wB97M-V def2-TZVPD def2/J DEFGRID3
* xyz -1 1
C -1.6903 0.8888 2.9305
C -1.5657 -0.1191 1.7837
S -1.4867 0.7113 0.1564
H -2.5141 1.5695 2.7249
H -0.7806 1.4779 2.9719
H -1.8355 0.4189 3.9067
H -2.4312 -0.7820 1.7840
H -0.6437 -0.6802 1.9407
N 0.0348 -1.7674 -1.7161
C 1.3054 -1.0979 -1.4308
C 1.3025 0.2996 -2.0362
N 1.9191 1.2626 -1.1132
H -0.6798 -1.2221 -1.2190
H 0.0274 -2.6909 -1.2860
H 2.1318 -1.7082 -1.8102
H 1.4799 -1.0064 -0.3511
H 1.8465 0.3059 -2.9817
H 0.2678 0.5521 -2.2534
H 2.0855 2.1327 -1.6038
H 1.2269 1.4547 -0.3972
*
```

Calculated values
relative energy (zero: lowest compared OMol25 entry of this formula, charge and spin): 7.34 kcal per mole
energy: -667.92662 Eh
orbital gap: 6.9 eV
highest occupied orbital energy: -2.76 eV



[9]
Formula: C4H13N2S
Source: the OMol25 dataset
Level of theory: the ωB97M-V functional and the def2-TZVPD basis

```
! RIJCOSX wB97M-V def2-TZVPD def2/J DEFGRID3
* xyz 0 2
N 1.3918 0.8934 -0.9997
C 0.3707 0.4969 0.0601
C -1.0255 0.6669 -0.4907
C -2.1313 0.4301 0.5350
S -3.5742 -0.2544 -0.3089
C 0.7550 -0.9223 0.4428
N 2.1939 -0.9458 0.7346
H 2.2857 0.4682 -0.6966
H 1.0974 0.5117 -1.9012
H 1.4318 1.8928 -1.0649
H 0.5691 1.1764 0.8912
H -1.1607 1.6605 -0.9369
H -1.1608 -0.0304 -1.3233
H -1.8107 -0.2501 1.3277
H -2.4181 1.3606 1.0278
H -2.4445 -1.7606 -0.4488
H 0.5500 -1.5897 -0.3969
H 0.1090 -1.2709 1.2437
H 2.5794 -1.8726 0.6150
H 2.3920 -0.6608 1.6901
*
```

Calculated values
relative energy (zero: lowest compared OMol25 entry of this formula, charge and spin): 71.29 kcal per mole
expectation value of S²: 0.75
energy: -667.73072 Eh
orbital gap (alpha / beta): 3.3 / 5.8 eV
highest occupied orbital energy (alpha / beta): -3.71 / -6.29 eV



[10]
Formula: C4H13N2S
Source: the OMol25 dataset
Level of theory: the ωB97M-V functional and the def2-TZVPD basis

```
! RIJCOSX wB97M-V def2-TZVPD def2/J DEFGRID3
* xyz 1 1
N -2.6529 -0.5146 0.3528
C -1.2400 -0.8909 0.5138
C -0.3037 0.2775 0.0403
N -1.0219 0.9480 -1.1222
C 1.1189 -0.1947 -0.2946
C 2.2211 0.7377 0.1788
S 3.7970 -0.2446 0.3825
H -3.0595 -0.8504 -0.5063
H -3.1306 -0.8547 1.1826
H -0.8841 -1.7748 -0.0148
H -1.0381 -0.9475 1.5789
H -0.2661 1.0261 0.8301
H -0.6995 1.8358 -1.4879
H -2.0123 0.9763 -0.8342
H -0.9698 0.3084 -1.9056
H 1.2021 -0.4029 -1.3666
H 1.1663 -1.1590 0.2104
H 1.9725 1.0384 1.2006
H 2.4983 1.6387 -0.3560
H 3.3022 -0.9526 1.4175
*
```

Calculated values
relative energy (zero: lowest compared OMol25 entry of this formula, charge and spin): 22.06 kcal per mole
energy: -667.64464 Eh
orbital gap: 8.8 eV
highest occupied orbital energy: -12.23 eV